The following is a quantum chemistry calculation of a cluster of 2 separate species, C3H12NO in total, from the OMol25 dataset.

Geometry as XYZ:
```
17
Properties=species:S:1:pos:R:3:lowdin_charge:R:1
C 0.308 1.909 1.138 0.005
N 1.557 1.417 0.448 0.127
H -0.368 2.183 0.339 0.099
H -0.122 1.115 1.725 0.098
H 0.555 2.817 1.679 0.103
H 1.693 1.988 -0.387 0.163
H 1.408 0.449 0.066 0.109
H 2.434 1.450 0.962 0.166
C -0.825 -1.102 -1.179 -0.232
O 0.559 -0.707 -0.890 -0.137
C -1.454 -1.894 -0.042 -0.064
H -1.317 -0.155 -1.347 0.108
H -0.808 -1.647 -2.109 0.115
H 1.142 -1.445 -1.114 0.108
H -0.663 -2.241 0.624 0.079
H -2.185 -1.343 0.533 0.073
H -1.914 -2.793 -0.446 0.080
```

- highest occupied orbital energy (eV) = -15.0
- multiplicity = 1
- total charge = +1



The following is a quantum chemistry calculation of a cluster of 2 separate species, C3H12NO in total at a distorted geometry, from the OMol25 dataset.

Geometry as XYZ:
```
17
Properties=species:S:1:pos:R:3:lowdin_charge:R:1
C -0.115 -1.616 -0.113 -0.071
C -0.471 -0.435 -1.008 -0.164
N 0.122 0.853 -0.487 0.024
C 1.550 0.987 -0.866 0.009
H -0.174 -1.438 0.965 0.078
H -0.802 -2.434 -0.320 0.095
H 0.899 -1.999 -0.223 0.082
H -0.075 -0.734 -1.974 0.133
H -1.547 -0.295 -1.058 0.134
H 0.036 0.806 0.522 0.140
H -0.446 1.597 -0.851 0.174
H 1.685 1.202 -1.914 0.110
H 2.038 0.043 -0.678 0.096
H 2.089 1.685 -0.224 0.112
H -2.141 0.031 2.897 0.056
H -0.965 1.032 2.941 0.043
O -1.684 0.713 2.390 -0.051
```

- highest occupied orbital energy (eV) = -15.6
- multiplicity = 1
- total charge = +1



The following is a quantum chemistry calculation of a cluster of 2 separate species, C3H12NO in total at a distorted geometry, from the OMol25 dataset.

Geometry as XYZ:
```
17
Properties=species:S:1:pos:R:3:lowdin_charge:R:1
C -1.909 -1.641 -0.336 -0.008
N -0.872 -1.973 0.706 0.136
H -2.836 -2.193 -0.253 0.100
H -2.157 -0.586 -0.267 0.094
H -1.390 -1.763 -1.283 0.106
H -1.244 -2.195 1.624 0.163
H -0.277 -1.095 0.732 0.105
H -0.412 -2.833 0.443 0.158
C 0.539 1.529 0.051 -0.254
O 0.792 0.174 0.497 -0.104
C 1.786 2.174 -0.509 -0.070
H -0.207 1.417 -0.738 0.110
H 0.140 2.104 0.880 0.119
H 1.687 -0.085 0.389 0.082
H 2.499 2.319 0.306 0.088
H 2.292 1.532 -1.234 0.085
H 1.569 3.114 -1.009 0.090
```

- highest occupied orbital energy (eV) = -14.9
- multiplicity = 1
- total charge = +1



The following is a quantum chemistry calculation of a cluster of 2 separate species, C3H12NO in total at a distorted geometry, from the OMol25 dataset.

Geometry as XYZ:
```
17
Properties=species:S:1:pos:R:3:lowdin_charge:R:1
C -0.781 2.664 0.861 -0.084
O -0.930 1.997 -0.397 -0.134
H -1.538 2.274 1.526 0.090
H -0.929 3.731 0.735 0.095
H 0.208 2.465 1.286 0.091
H -0.309 2.338 -1.058 0.121
C 1.036 -2.509 -0.266 -0.067
C 0.826 -1.000 -0.275 -0.218
N -0.609 -0.634 -0.264 0.148
H 0.915 -2.954 0.714 0.083
H 2.087 -2.692 -0.481 0.092
H 0.391 -2.977 -0.998 0.083
H 1.258 -0.644 -1.209 0.129
H 1.323 -0.543 0.577 0.131
H -1.045 -0.855 0.632 0.168
H -0.767 0.449 -0.390 0.107
H -1.139 -1.108 -0.996 0.166
```

- highest occupied orbital energy (eV) = -15.5
- multiplicity = 1
- total charge = +1



The following is a quantum chemistry calculation of a cluster of 2 separate species, C3H12NO in total at a distorted geometry, from the OMol25 dataset.

Geometry as XYZ:
```
17
Properties=species:S:1:pos:R:3:lowdin_spin:R:1
C 1.546 0.774 0.856 0.168
C 0.091 0.822 0.830 0.149
N -0.589 -0.459 0.124 0.053
C -1.854 -0.826 0.837 0.055
H 1.950 0.963 -0.175 0.075
H 1.877 1.548 1.550 0.003
H 1.992 -0.191 1.162 0.052
H -0.410 0.892 1.803 0.030
H -0.382 1.529 0.066 0.070
H 0.116 -1.178 0.279 0.003
H -0.794 -0.346 -0.859 0.000
H -2.716 -0.539 0.246 0.003
H -1.865 -0.379 1.849 0.014
H -1.791 -1.894 1.094 0.017
H 1.456 0.234 -2.551 0.003
H 0.492 -0.791 -2.997 0.004
O 0.657 -0.190 -2.261 0.302
```

- highest occupied orbital energy (alpha / beta) (eV) = -22.3 / -20.9
- multiplicity = 2
- total charge = +2
- ⟨S²⟩ = 0.7537



The following is a quantum chemistry calculation of a cluster of 3 separate species, C3H12NO2 in total at a distorted geometry, from the OMol25 dataset.

Geometry as XYZ:
```
18
Properties=species:S:1:pos:R:3:lowdin_charge:R:1
C 1.283 -0.420 -1.975 -0.025
C 0.987 0.572 -0.909 -0.328
C 1.196 1.860 -0.775 0.109
N 0.135 -0.066 0.150 0.208
H 1.705 0.033 -2.869 0.100
H 1.853 -1.273 -1.635 0.094
H 0.347 -0.832 -2.358 0.091
H 1.013 2.366 0.171 0.084
H 1.742 2.532 -1.428 0.093
H -0.678 -0.630 -0.129 0.113
H -0.263 0.599 0.828 0.123
H 0.754 -0.636 0.730 0.175
H -2.113 -2.655 0.991 0.083
H -2.189 -2.512 -0.492 0.070
O -1.699 -2.154 0.260 -0.051
H -1.907 0.577 3.402 0.058
H -0.901 1.697 3.263 0.060
O -1.266 0.941 2.776 -0.057
```

- highest occupied orbital energy (eV) = -14.5
- multiplicity = 1
- total charge = +1



The following is a quantum chemistry calculation of a cluster of 3 separate species, C3H12NO2 in total at a distorted geometry, from the OMol25 dataset.

Geometry as XYZ:
```
18
Properties=species:S:1:pos:R:3:lowdin_charge:R:1
C -0.448 1.912 -0.539 -0.042
C 0.353 0.952 -1.308 -0.364
C 1.394 1.242 -2.071 0.117
N -0.036 -0.433 -1.054 0.195
H -1.504 1.855 -0.840 0.103
H -0.381 1.945 0.552 0.097
H -0.227 2.943 -0.843 0.102
H 1.842 0.676 -2.882 0.086
H 1.922 2.158 -1.817 0.093
H 0.230 -1.231 -1.639 0.178
H -1.058 -0.517 -1.070 0.166
H 0.241 -0.836 -0.130 0.141
H -0.186 -3.279 0.943 0.086
H -0.537 -2.014 1.511 0.014
O -0.394 -2.385 0.628 -0.057
H 0.326 -0.887 3.845 0.064
H -1.198 -1.137 3.561 0.066
O -0.338 -0.967 3.154 -0.045
```

- highest occupied orbital energy (eV) = -14.1
- multiplicity = 1
- total charge = +1



The following is a quantum chemistry calculation of a cluster of 2 separate species, C3H12NO2 in total at a distorted geometry, from the OMol25 dataset.

Geometry as XYZ:
```
18
Properties=species:S:1:pos:R:3:lowdin_charge:R:1
C 0.888 0.323 -0.179 -0.127
C 0.712 -0.638 -1.366 -0.161
C -0.724 -0.752 -1.996 -0.243
O -1.628 -0.696 -0.943 -0.055
N 0.419 -0.370 1.107 0.162
H 0.176 1.230 -0.255 0.154
H 1.842 0.824 -0.155 0.120
H 1.551 -0.469 -2.076 0.132
H 0.948 -1.675 -1.099 0.111
H -0.772 0.006 -2.770 0.124
H -0.720 -1.734 -2.460 0.120
H -2.312 -0.009 -0.974 0.120
H 1.141 -0.380 1.850 0.174
H 0.228 -1.308 0.757 0.142
H -0.428 0.011 1.576 0.126
H -0.287 1.438 3.586 0.072
H -0.520 2.584 2.738 0.080
O -0.515 1.615 2.660 -0.050
```

- highest occupied orbital energy (eV) = -14.4
- multiplicity = 1
- total charge = +1



Computed values of ΔE to the lowest compared entry with this formula, charge and spin (unit: eV) for the preceding records, in sequence: 0.875 0.729 0.856 0.775 2.196 0.778 1.316 1.130.